Entry 1:
The molecule CH2N4O at a distorted geometry. Source: the Open Molecules 2025 dataset; level of theory: the ωB97M-V functional and the def2-TZVPD basis.

```
8
Properties=species:S:1:pos:R:3:forces:R:3
C 0.4309 -0.4795 0.1678 -2.2 3.1 -2.2
N -0.4709 0.6788 0.0648 8.0 4.5 1.1
N -1.5865 -0.9183 -0.0133 -4.9 -5.5 -1.7
O 1.7528 -0.3646 -0.0810 0.8 0.6 0.4
H -0.2722 1.7580 0.2693 -0.4 -3.4 -0.8
N -1.6401 0.3007 -0.1343 -2.8 1.1 1.2
H 2.1954 0.5319 -0.2867 -1.9 -1.9 0.7
N -0.4094 -1.5070 0.0133 3.3 1.7 1.4
```
Forces are in eV/Å.

Values from the calculation:
- multiplicity = 1
- max |F| (eV Å⁻¹) = 9.3
- relative energy (zero: lowest compared OMol25 entry of this formula, charge and spin) (kcal/mol) = 54.15
- highest occupied orbital energy (eV) = -9.82
- LUMO level (eV) = -0.076
- SMILES = Oc1nnn[nH]1


Entry 2:
A structure of composition CH2N4O3 at a distorted geometry. Source: the Open Molecules 2025 dataset; level of theory: the ωB97M-V functional and the def2-TZVPD basis.

```
10
Properties=species:S:1:pos:R:3:forces:R:3
N -1.2919 0.3189 0.1248 2.3 -1.5 -2.0
H 0.4776 -0.4226 -2.9518 0.5 0.4 0.3
O -2.1547 0.3730 0.8943 -2.7 0.8 2.5
O 1.0887 -0.3508 0.1097 0.8 -0.5 0.6
N 1.2203 -0.2621 -2.2555 0.3 -0.9 -0.2
C 0.7850 -0.2989 -1.1188 -3.2 1.7 -0.1
O 0.2373 -0.2475 2.1970 -0.3 -0.2 0.2
H 0.4915 0.2747 3.0374 -0.3 -0.2 -2.6
N -1.1066 0.1641 -1.0468 2.0 -0.5 0.3
N 0.2527 0.4512 1.0098 0.6 0.8 1.0
```
Forces are in eV/Å.

Values from the calculation:
- multiplicity = 1
- max |F| (eV Å⁻¹) = 3.8
- relative energy (zero: lowest compared OMol25 entry of this formula, charge and spin) (kcal/mol) = 76.94
- highest occupied orbital energy (eV) = -9.79
- LUMO level (eV) = 0.461


Entry 3:
The molecule CH2N4OS at a distorted geometry. Source: the Open Molecules 2025 dataset; level of theory: the ωB97M-V functional and the def2-TZVPD basis.

```
9
Properties=species:S:1:pos:R:3:forces:R:3
H -1.9507 -1.2483 -1.2564 0.3 0.8 -0.9
S -1.2430 -0.1309 -1.6589 0.1 -1.2 1.7
C 0.8174 0.0303 0.2533 1.2 -0.9 0.6
N 0.8717 0.8625 1.4142 -2.2 1.1 0.3
O -1.2247 0.8962 0.7402 0.8 0.1 0.7
N 1.9066 -0.5504 -0.1256 -2.8 -0.1 -1.7
N -0.5705 -0.0843 -0.0408 0.6 0.5 -1.1
H 1.6483 -1.1288 -0.9894 0.6 0.8 1.3
N -0.2551 1.3537 1.6635 1.4 -1.0 -1.0
```
Forces are in eV/Å.

Values from the calculation:
- multiplicity = 1
- max |F| (eV Å⁻¹) = 3.3
- relative energy (zero: lowest compared OMol25 entry of this formula, charge and spin) (kcal/mol) = 44.69
- highest occupied orbital energy (eV) = -9.80
- LUMO level (eV) = -0.457
- SMILES = [H]/N=c1/nnon1S


Entry 4:
The molecule CH2N4S at a distorted geometry. Source: the Open Molecules 2025 dataset; level of theory: the ωB97M-V functional and the def2-TZVPD basis.

```
8
Properties=species:S:1:pos:R:3:forces:R:3
N -1.7012 0.5865 0.3240 0.2 1.2 -1.5
S -0.0406 -1.3909 0.0650 -0.8 0.3 1.6
C 1.1799 -0.1462 -0.0773 4.7 -2.6 -1.7
N -1.9781 1.4484 -0.3450 -0.4 0.3 -0.1
N 0.4042 -0.5677 -1.1796 -0.1 0.6 -2.0
H 2.3779 -0.3561 -0.1527 -2.9 -0.1 0.5
H 1.0411 0.7439 0.3872 -1.0 2.7 1.5
N -1.2832 -0.3179 0.9785 0.2 -2.4 1.8
```
Forces are in eV/Å.

Values from the calculation:
- multiplicity = 1
- max |F| (eV Å⁻¹) = 5.7
- relative energy (zero: lowest compared OMol25 entry of this formula, charge and spin) (kcal/mol) = 93.20
- highest occupied orbital energy (eV) = -9.55
- LUMO level (eV) = -0.194


Entry 5:
The molecule CH2N4S at a distorted geometry. Source: the Open Molecules 2025 dataset; level of theory: the ωB97M-V functional and the def2-TZVPD basis.

```
8
Properties=species:S:1:pos:R:3:forces:R:3
H -0.1845 0.0904 -2.0344 -1.0 -0.1 -0.2
N 1.8972 -0.0324 0.0957 1.4 0.3 -0.6
N 1.5432 -0.0023 -1.1108 0.4 -0.5 0.4
C -0.3109 -0.1044 0.1742 -1.6 0.9 -3.8
H 0.8930 0.0605 1.8428 -0.2 -0.2 -0.1
N 0.2140 -0.1118 -1.1450 0.5 0.0 1.3
S -1.8735 0.1346 0.5195 -1.2 -0.2 0.7
N 0.7932 -0.0932 0.8507 1.6 -0.2 2.2
```
Forces are in eV/Å.

Values from the calculation:
- multiplicity = 1
- max |F| (eV Å⁻¹) = 4.2
- relative energy (zero: lowest compared OMol25 entry of this formula, charge and spin) (kcal/mol) = 6.26
- highest occupied orbital energy (eV) = -8.80
- LUMO level (eV) = 0.835
- SMILES = S=c1[nH]nn[nH]1


Entry 6:
The molecule CH2N4S2 at a distorted geometry. Source: the Open Molecules 2025 dataset; level of theory: the ωB97M-V functional and the def2-TZVPD basis.

```
9
Properties=species:S:1:pos:R:3:forces:R:3
N 1.3593 0.6861 -0.7373 -1.2 -2.5 -0.2
N -0.0535 -0.7828 -1.6200 -0.6 -3.0 0.2
C 0.3385 0.5569 0.0645 1.8 -1.0 0.6
N 1.1111 -0.3876 -1.7101 0.8 3.3 -0.8
N -0.5088 -0.5253 -0.3769 -0.8 3.7 1.9
S -2.1880 -0.3437 0.1510 0.2 -2.3 0.3
S 0.5082 1.2683 1.6939 0.1 -0.3 -0.5
H 1.8896 1.1688 1.7049 -1.1 0.1 -0.2
H -2.4564 -1.6408 0.8299 0.9 2.1 -1.3
```
Forces are in eV/Å.

Values from the calculation:
- multiplicity = 1
- max |F| (eV Å⁻¹) = 4.2
- relative energy (zero: lowest compared OMol25 entry of this formula, charge and spin) (kcal/mol) = 32.67
- highest occupied orbital energy (eV) = -10.13
- LUMO level (eV) = 0.017
- SMILES = Sc1nnnn1S


no.,frontier orbital gap (eV)
1,9.74
2,10.25
3,9.34
4,9.36
5,9.63
6,10.15